(1)
This record from OMol25 describes one molecule with the formula C18H21ClN2O4S2. The level of theory is wB97M-V/def2-TZVPD.

Last column: natural (NBO) charge in e.
Positions of all 48 atoms, in Å:
C  2.41514  2.49689  2.26550  -0.253
H  3.49735  2.63333  2.17870  0.178
O  1.99891  1.28375  1.67644  -0.520
C  2.11679  1.14051  0.32070  0.274
C  2.78771  2.03511  -0.50294  -0.284
C  2.93513  1.77064  -1.85411  -0.185
C  2.41649  0.61224  -2.40229  -0.248
C  1.71293  -0.26682  -1.59742  -0.177
C  1.53856  -0.00757  -0.24707  0.149
N  0.82689  -0.95765  0.51625  -0.723
S  1.66942  -2.34066  0.90250  2.311
O  2.56027  -2.63677  -0.17596  -0.933
O  0.69000  -3.33285  1.24936  -0.957
C  2.64606  -1.94083  2.38274  -0.885
H  2.73028  -0.86369  2.45132  0.255
H  3.61852  -2.39506  2.24855  0.258
H  2.14318  -2.35433  3.24644  0.249
C  -0.17758  -0.55304  1.47335  -0.318
C  -1.60294  -0.95522  1.07586  0.682
O  -2.56502  -0.38250  1.54377  -0.634
N  -1.67241  -1.96803  0.19797  -0.621
H  -0.81909  -2.47298  0.00330  0.420
C  -2.92024  -2.56053  -0.21901  -0.248
C  -3.20441  -2.32288  -1.70317  -0.520
H  -2.27791  -2.26302  -2.27252  0.213
H  -3.82365  -3.12172  -2.10829  0.231
S  -4.19417  -0.81495  -2.00679  0.225
C  -3.08662  0.45900  -1.45043  -0.198
C  -1.83223  0.60977  -2.02224  -0.159
C  -0.99073  1.61410  -1.58452  -0.262
C  -1.41552  2.45439  -0.56869  -0.041
C  -2.67588  2.33240  -0.00948  -0.221
C  -3.51488  1.33059  -0.45963  -0.173
H  -4.49579  1.21045  -0.03001  0.233
H  -2.99235  2.99777  0.77771  0.230
Cl  -0.34175  3.68051  0.00219  -0.011
H  -0.01734  1.74686  -2.02811  0.235
H  -1.50897  -0.04796  -2.81456  0.212
H  -2.88310  -3.63692  -0.02542  0.202
H  -3.71348  -2.11574  0.38896  0.241
H  -0.16893  0.52745  1.62123  0.253
H  0.02290  -1.02766  2.43907  0.227
H  1.29262  -1.17351  -1.99980  0.231
H  2.54773  0.39805  -3.45129  0.221
H  3.46891  2.47540  -2.47337  0.220
H  3.21671  2.93548  -0.09395  0.225
H  2.14490  2.41712  3.31732  0.204
H  1.89758  3.35107  1.82178  0.192

Summary:
- Kohn-Sham gap: 8.74 eV
- Energy relative to the best compared isomer or geometry (same formula, charge and spin): 0.274 eV
- SMILES: COc1ccccc1N(CC(=O)NCCSc1ccc(Cl)cc1)S(C)(=O)=O

***

(2)
This record from OMol25 describes C18H21ClN2O8OsP2S2 as an isolated structure. The level of theory is wB97M-V/def2-TZVPD.

Last column: Mulliken spin population.
Positions of all 55 atoms, in Å:
Os  0.80937  -0.84270  -0.46435  3.002
C  -1.19479  1.54165  -2.76904  0.000
C  -1.15027  1.77312  -1.28632  0.027
N  -2.02523  1.17148  -0.58518  0.033
N  -2.15582  1.37434  0.73972  0.091
C  -1.42260  0.84820  1.62401  0.006
S  0.20711  0.11056  1.48133  0.269
S  -1.85355  1.06869  3.32965  0.003
C  -2.60096  -0.57849  3.58155  0.007
C  -3.94107  -0.72937  2.93098  -0.006
C  -4.04417  -1.28532  1.66233  -0.004
C  -5.27702  -1.39081  1.03581  0.000
C  -6.42132  -0.94361  1.67733  0.000
C  -6.32754  -0.39123  2.94844  0.000
C  -5.09494  -0.28502  3.56905  -0.001
C  -0.09707  2.67036  -0.74642  -0.036
C  -0.39247  3.86864  -0.11211  -0.016
C  0.62492  4.68635  0.35387  0.013
C  1.94799  4.29813  0.18010  -0.006
C  2.25530  3.09711  -0.43720  0.026
C  1.23210  2.27255  -0.89287  0.060
O  1.51068  1.06310  -1.45728  0.150
H  -2.01887  0.87944  -3.01599  0.003
H  -0.25466  1.11190  -3.11286  0.004
H  -1.32261  2.49598  -3.28360  -0.001
H  -2.66026  -0.68625  4.66472  0.000
H  -1.89396  -1.32352  3.21283  -0.008
H  -3.15138  -1.62848  1.15376  0.004
H  -5.34051  -1.81876  0.04504  0.000
H  -7.38343  -1.02539  1.19099  0.000
H  -7.21708  -0.04291  3.45495  0.000
H  -5.02480  0.15384  4.55656  0.000
H  -1.42813  4.15444  0.01617  0.002
H  0.38950  5.61813  0.84770  0.001
H  2.74930  4.92963  0.53649  0.000
H  3.28358  2.78569  -0.55540  0.002
C  5.02913  -2.42107  -2.52336  0.000
C  4.10445  -2.37776  -1.32068  0.013
O  4.65679  -3.15710  -0.25579  0.000
P  3.96417  -0.68411  -0.62778  0.028
O  5.30908  -0.49627  0.16208  0.002
O  3.87751  0.40547  -1.68835  -0.002
O  2.74630  -0.65171  0.30418  0.049
P  2.39010  -2.90821  -1.64607  -0.023
O  2.52234  -4.05467  -2.72816  0.001
O  1.68995  -1.64900  -2.20605  0.041
O  1.78532  -3.33469  -0.34952  0.058
H  6.00600  -2.00687  -2.27033  0.000
H  4.61314  -1.84148  -3.34643  0.000
H  5.15431  -3.45518  -2.83966  0.000
H  3.91182  -3.50006  0.26621  0.000
H  5.57261  -1.32457  0.59062  0.001
H  2.80583  0.74099  -1.71883  -0.011
H  1.70533  -4.54678  -2.86636  -0.001
Cl  -1.15952  -1.73843  -1.01046  0.218

Summary:
- Kohn-Sham gap (spin up / spin down): 7.98 / 6.24 eV
- Multiplicity: 5
- Energy relative to the best compared isomer or geometry (same formula, charge and spin): 0.971 eV
- <S²>: 6.026

***

(3)
This record from OMol25 describes one molecule with the formula C18H21ClN4O. The level of theory is wB97M-V/def2-TZVPD.

Last column: natural (NBO) charge in e.
Positions of all 45 atoms, in Å:
C  7.40023  0.93832  -0.85811  -0.624
C  5.95996  0.74079  -0.49777  -0.022
C  5.18167  1.80442  -0.05627  -0.200
C  3.85848  1.62982  0.29756  -0.234
C  3.26412  0.37242  0.21968  0.195
C  4.05030  -0.69277  -0.22738  -0.065
C  5.37390  -0.51582  -0.57913  -0.228
H  5.94998  -1.36288  -0.91990  0.222
Cl  3.35090  -2.28128  -0.35027  -0.011
N  1.94270  0.13107  0.56814  -0.651
C  0.96941  1.00004  0.93458  0.674
O  1.09067  2.19840  1.05715  -0.608
C  -0.34813  0.27630  1.23019  -0.317
N  -0.40787  -1.01146  0.56214  -0.467
C  -0.73627  -0.90782  -0.86085  -0.227
C  -2.19787  -1.28976  -1.15518  -0.249
N  -3.04840  -0.91598  -0.05044  -0.419
C  -4.16860  -0.16902  -0.25083  0.398
N  -4.32404  0.34867  -1.47385  -0.496
C  -5.37769  1.10467  -1.71990  0.073
C  -6.34990  1.40170  -0.78355  -0.321
C  -6.20174  0.85741  0.48718  -0.141
C  -5.11179  0.06357  0.76753  -0.323
H  -5.00077  -0.37661  1.74483  0.215
H  -6.94021  1.04818  1.25330  0.215
H  -7.19291  2.02529  -1.03303  0.218
H  -5.43571  1.48780  -2.73123  0.190
C  -2.74110  -1.53529  1.21830  -0.230
H  -3.39187  -2.40165  1.41266  0.190
C  -1.26700  -1.97587  1.21613  -0.219
H  -0.92560  -2.11988  2.24380  0.212
H  -1.15171  -2.92572  0.68842  0.201
H  -2.89446  -0.80555  2.01969  0.198
H  -2.27768  -2.37189  -1.32514  0.178
H  -2.56312  -0.76833  -2.03889  0.267
H  -0.54062  0.11418  -1.18829  0.207
H  -0.07288  -1.57732  -1.42055  0.199
H  -0.37511  0.11756  2.31281  0.222
H  -1.17246  0.95479  0.97127  0.213
H  1.63224  -0.83615  0.49174  0.441
H  3.26264  2.46136  0.63556  0.256
H  5.61955  2.78899  0.01260  0.213
H  7.53612  1.87330  -1.39701  0.219
H  7.76423  0.11972  -1.47338  0.215
H  8.00842  0.98229  0.04568  0.221

Summary:
- Kohn-Sham gap: 8.58 eV
- Energy relative to the best compared isomer or geometry (same formula, charge and spin): 0.574 eV
- SMILES: Cc1ccc(NC(=O)CN2CCN(c3ccccn3)CC2)c(Cl)c1

***

(4)
This record from OMol25 describes C18H21ClN7ORuS as an isolated structure. The level of theory is wB97M-V/def2-TZVPD.

Last column: Mulliken spin population.
Positions of all 50 atoms, in Å:
Ru  0.39569  -0.30753  0.26343  3.277
N  -2.20477  -2.82992  2.92979  0.002
C  -1.10095  -2.08865  3.15868  -0.005
O  -0.97179  -1.19343  3.95809  0.001
C  0.03028  -2.54093  2.24455  0.007
C  -0.20190  -2.31394  0.74702  0.061
H  -2.99991  -2.73302  3.59335  0.000
H  -2.10105  -3.60294  2.38027  0.000
H  0.17547  -3.59603  2.40552  0.007
H  0.95146  -2.03214  2.54077  -0.001
H  -1.26735  -2.39521  0.43618  0.016
H  0.34752  -2.96494  0.05909  0.002
S  -3.13701  1.65227  2.26353  0.021
C  -3.79736  0.35065  1.35352  -0.019
C  -2.83338  -0.35168  0.66580  -0.009
C  -1.49135  0.15360  0.88400  0.003
C  -1.52740  1.19536  1.74498  0.032
C  -0.38952  1.99047  2.17633  -0.002
C  -0.36426  3.05063  3.05859  0.025
C  0.83364  3.61003  3.36006  -0.004
C  2.02728  3.18963  2.84587  0.012
C  1.93583  2.19108  1.85325  0.006
N  0.74520  1.62383  1.54761  0.054
H  -4.88994  0.18485  1.44831  0.001
H  -3.03895  -1.28395  0.14374  0.002
H  -1.27777  3.31279  3.70262  0.002
H  0.88950  4.32894  4.20056  0.000
H  2.98949  3.45084  3.23422  0.001
H  2.79336  1.82956  1.26859  0.004
Cl  2.58899  -1.20721  0.46443  0.179
N  0.35848  -0.72659  -4.28992  0.012
C  -0.95657  -0.09753  -4.23031  0.008
C  -1.36956  0.06137  -2.75687  0.008
N  -0.78319  -0.95472  -1.92911  0.161
H  0.27475  -1.59827  -4.81464  0.000
H  2.55920  -1.65065  -3.54538  0.098
H  1.05213  -0.12273  -4.73852  0.002
H  -1.66830  -0.63516  -4.86437  0.000
H  -0.92502  0.91807  -4.63053  0.000
H  -2.46664  0.02639  -2.60352  -0.002
H  -1.03720  1.03936  -2.44241  0.001
H  0.13354  -1.15211  -2.26380  -0.030
H  -1.36240  -1.78758  -1.84093  -0.005
N  1.07287  0.73353  -1.49560  0.107
C  2.12959  0.96339  -1.98613  0.070
C  3.43764  1.02210  -2.50282  0.115
C  3.89701  -0.18573  -3.29131  0.711
N  3.50065  -1.29320  -3.57761  0.017
C  4.21558  2.02489  -1.89824  0.031
N  4.82839  2.74215  -1.23073  0.021

Summary:
- Kohn-Sham gap (spin up / spin down): 6.76 / 5.71 eV
- Multiplicity: 6
- Energy relative to the best compared isomer or geometry (same formula, charge and spin): 0.727 eV
- <S²>: 8.784